This record from the OMol25 dataset describes a structure of composition C32H42IrN4O3PS4. The level of theory is ωB97M-V/def2-TZVPD.

The geometry in XYZ format:
```
87
Properties=species:S:1:pos:R:3:forces:R:3
Ir -0.453867 -0.425296 0.447261 0.26 0.49 -0.49
O -0.374383 0.522692 -1.358634 -0.13 -0.42 -0.69
H -1.079932 -5.679829 0.622633 -0.02 -0.01 0.02
S -0.335449 -0.551633 2.771300 -0.27 -0.37 -0.03
H 0.288334 1.075490 -3.763259 0.00 0.00 0.01
H 0.728793 5.009394 2.978844 0.01 0.05 0.02
H 3.242192 -5.909590 3.391860 -0.02 0.00 0.00
H -2.320061 -2.413558 1.558818 -0.03 0.02 0.00
O -0.689273 1.786185 0.903748 -0.41 -0.20 0.17
C 1.540806 -3.209643 2.259651 -0.02 0.03 -0.02
H -1.244556 1.173277 -5.697490 -0.01 0.00 0.00
H -3.273664 -3.877555 1.303113 0.00 0.02 0.01
C -2.993667 0.666806 -4.553756 -0.03 0.01 -0.01
C 0.934844 -2.975741 -1.738737 0.10 -0.02 0.13
C 2.097042 -5.817562 1.576381 0.00 -0.01 0.02
C -3.475565 0.385397 -3.296501 0.04 0.03 0.02
H 0.907392 -0.885635 -2.343634 0.02 0.01 -0.01
C -0.716260 2.953650 1.342037 0.44 0.13 -0.10
H -4.530663 0.168768 -3.172100 0.01 -0.01 -0.03
H -3.573043 -3.472458 -1.049909 0.01 0.02 0.00
C -2.267958 2.352305 3.127602 -0.01 -0.01 -0.04
H 1.715838 3.908217 -0.463760 0.00 0.01 0.00
C -2.265467 -3.457512 1.286437 0.02 0.04 0.01
H 2.966143 -2.962463 -2.410814 -0.01 0.00 0.00
H -3.276141 2.770986 3.190571 0.00 0.01 0.01
H -5.649492 0.077765 1.226874 0.01 -0.01 0.00
H 2.306960 -6.840635 1.292616 0.00 0.01 -0.01
C -4.683764 -0.003994 0.762305 0.00 0.05 -0.05
H -0.420756 -1.841235 -3.016741 -0.01 0.03 0.03
C -0.190990 5.432069 2.568736 0.02 -0.06 -0.02
H -1.363507 4.525652 4.138361 0.00 0.00 0.01
H 2.779264 -3.815412 -0.879068 0.01 -0.01 -0.01
N -4.463059 0.323102 -0.555035 -0.05 -0.04 0.02
C -1.631505 0.934655 -4.715180 0.01 0.00 -0.01
C -2.536317 -3.186453 -1.247106 -0.06 0.06 0.05
N -0.036784 3.928631 0.683686 -0.09 -0.07 0.01
C 2.445692 -2.952563 -1.450261 -0.03 0.00 0.01
H -1.121479 -5.570381 -1.145648 0.00 0.01 -0.01
C 2.336359 -3.988961 3.091167 -0.02 0.03 -0.01
C -3.161937 0.129130 -0.853316 0.11 0.00 -0.14
C -0.151697 5.329651 1.059515 -0.01 -0.01 0.02
H -2.250033 -3.641355 -2.194473 0.01 -0.02 0.00
H 0.901847 -5.183786 -1.949805 0.02 -0.05 0.02
C -1.578632 -5.218961 -0.225719 0.06 -0.04 -0.07
C -1.239825 0.556313 -2.361222 0.04 0.12 0.59
H -3.660992 0.682275 -5.403800 0.00 0.00 0.00
H -5.144872 0.683529 -1.199777 0.00 0.01 0.01
H -0.427267 -4.358043 -2.772644 -0.01 0.02 -0.02
H -2.315522 5.145899 2.791410 -0.01 0.01 0.02
S 1.836910 0.056054 4.687801 0.03 0.01 -0.03
C -1.381585 4.635777 3.052574 -0.01 -0.03 -0.01
C -2.619470 0.351835 -2.185477 0.03 -0.07 0.06
C 1.306169 -5.034415 0.755459 -0.02 0.06 0.05
H 1.215730 -2.047223 -3.633525 -0.04 -0.01 -0.01
H -0.267553 6.467607 2.896438 -0.03 0.00 -0.01
H -1.673791 -3.966317 2.050110 -0.01 -0.01 -0.01
S 3.833057 0.468580 2.503649 -0.01 -0.02 0.05
H 2.730778 -3.560904 4.003922 0.00 0.01 -0.01
H 1.205945 -4.265062 -3.399236 -0.01 0.00 0.01
H 2.753202 -2.054940 -0.917436 0.01 0.01 0.00
H 0.225340 4.203799 -1.378711 0.00 0.00 0.01
C -3.483563 -0.391124 1.243128 0.10 0.01 0.00
H -1.057391 5.767729 0.623286 0.03 0.04 -0.03
C 0.616638 -4.282783 -2.479483 -0.01 0.00 0.00
H -3.236269 -0.714155 2.239040 0.00 0.02 -0.01
C 1.269672 -0.104189 3.052632 0.14 0.30 -0.06
C 3.535411 0.440815 4.267809 -0.01 -0.02 -0.02
O 4.378514 0.647386 5.078152 -0.01 0.02 0.00
N -1.384000 3.294178 2.473971 -0.04 0.03 0.03
H -2.611111 -5.578237 -0.223695 0.00 0.02 -0.01
H 0.932707 -5.480332 -0.145847 -0.02 -0.02 -0.06
H -1.918803 2.131041 4.138611 0.00 0.00 0.00
N -2.534417 -0.316334 0.233623 -0.31 0.03 0.41
H 1.334089 -2.201331 2.546037 0.06 -0.11 0.00
H -2.302842 1.434997 2.554793 -0.01 0.02 0.01
C -0.769487 0.881128 -3.643894 -0.06 0.01 -0.03
H -2.500405 -2.111624 -1.378050 0.00 0.03 -0.01
C 1.001513 -3.704654 1.081416 0.06 -0.03 -0.02
C 0.631646 -1.861043 -2.729044 -0.03 0.10 -0.03
S 1.786105 -0.020524 0.402949 0.54 -0.03 0.29
C 0.663263 3.632778 -0.555951 -0.02 0.02 -0.01
C -1.651986 -3.689379 -0.100794 0.16 0.00 0.04
C 2.207961 0.084530 2.033477 -0.33 0.16 0.11
H 0.702914 5.860076 0.641691 0.03 -0.02 0.02
H 0.580279 2.575784 -0.783144 -0.01 -0.03 0.00
C 2.618398 -5.298075 2.753394 0.03 -0.04 0.00
P -0.022941 -2.712134 -0.090101 -0.21 -0.27 -0.15
```
Forces are in eV/Å.

Computed properties:
ΔE to the lowest compared entry with this formula, charge and spin ... 50.49 kJ/mol
Molar mass ... 882.17 g mol⁻¹
Multiplicity ... 2
Expectation value of S² ... 0.762
Max |F| ... 0.82 eV/Å
Orbital gap (alpha / beta) ... 0.2818 / 0.2141 Ha
HOMO (alpha / beta) ... -0.370 / -0.383 hartree
Energy ... -3727.70176 Eh
Charge ... +1

Mulliken atomic charge list, values in e, 8 entries: number 1, Ir, carries 2.486; number 2, O, carries 0.241; number 3, H, carries 0.441; number 4, S, carries -0.594; number 5, H, carries 0.596; number 6, H, carries 0.295; number 7, H, carries 0.415; number 8, H, carries 0.076